# 1
{
  "formula": "C3H4FIO2",
  "method": "ωB97M-V with the def2-TZVPD basis set",
  "e_above_lowest_kcal_mol": 31.6,
  "charge": 0,
  "spin_multiplicity": 1,
  "lumo_energy_ev": 0.42,
  "homo_ev": -9.266,
  "elements": ["I", "F", "O", "O", "C", "C", "C", "H", "H", "H", "H"],
  "positions_angstrom": [[-2.89046, -0.37180, -0.53773], [-1.69329, -1.62587, 1.85256], [0.22196, 0.10919, -0.69354], [1.01409, 0.00576, 1.43982], [0.17089, -0.05376, 0.62822], [-1.75202, -0.39009, 1.19243], [1.47703, 0.44510, -1.26962], [1.87005, 1.48930, -1.08031], [-2.12789, 0.32935, 1.88634], [2.26786, -0.37043, -0.99601], [1.44177, 0.43325, -2.42216]],
  "mulliken_charge": [0.092, -0.240, -0.264, -0.437, 0.506, -0.144, -0.605, 0.275, 0.316, 0.269, 0.232]
}

=====

# 2
{
  "formula": "C4H8O2",
  "method": "ωB97M-V with the def2-TZVPD basis set",
  "e_above_lowest_kcal_mol": 13.6,
  "charge": 0,
  "smiles": "CCCOC=O",
  "spin_multiplicity": 1,
  "lumo_energy_ev": 0.99,
  "homo_ev": -10.720,
  "elements": ["O", "O", "C", "C", "C", "C", "H", "H", "H", "H", "H", "H", "H", "H"],
  "positions_angstrom": [[2.72107, -1.20114, -0.79699], [1.57892, 0.26283, 0.49431], [2.67823, -0.24499, -0.06689], [-0.79934, 0.57102, 0.44132], [0.34353, -0.38100, 0.13276], [-2.06541, 0.17799, -0.31723], [0.37973, -0.63260, -0.93176], [-0.98739, 0.59574, 1.52107], [-2.88824, 0.86281, -0.09153], [-0.49026, 1.58136, 0.15026], [0.26294, -1.31953, 0.69303], [-1.89093, 0.20924, -1.39909], [-2.39305, -0.83632, -0.06222], [3.55020, 0.35459, 0.23297]],
  "mulliken_charge": [-0.491, -0.242, 0.125, -0.183, -0.518, -1.198, 0.345, 0.272, 0.348, 0.279, 0.267, 0.338, 0.304, 0.354]
}

=====

# 3
{
  "formula": "C4H13N2",
  "method": "ωB97M-V with the def2-TZVPD basis set",
  "e_above_lowest_kcal_mol": 37.6,
  "charge": 1,
  "smiles": "C[NH+](C)CCN",
  "spin_multiplicity": 1,
  "lumo_energy_ev": -3.15,
  "homo_ev": -13.708,
  "elements": ["N", "N", "C", "C", "C", "C", "H", "H", "H", "H", "H", "H", "H", "H", "H", "H", "H", "H", "H"],
  "positions_angstrom": [[-2.19993, 1.58695, -0.32893], [0.87794, -0.77987, -0.00304], [-0.91141, 1.03652, -0.76698], [1.00828, -1.98092, 0.87774], [-0.57935, -0.36614, -0.24477], [1.69955, 0.37167, 0.48357], [2.70602, 0.06833, 0.76490], [-0.06015, 1.68751, -0.55341], [-2.57920, 2.04733, -1.15097], [0.39780, -2.80437, 0.51660], [1.13783, 0.94513, 1.21950], [0.73877, -1.60440, 1.86309], [-0.94174, 1.00265, -1.85600], [-1.09419, -0.56798, 0.70451], [1.16717, -0.93864, -0.97081], [-1.02502, -1.14510, -0.87443], [-2.03368, 2.37055, 0.29596], [2.04413, -2.31655, 0.86886], [1.82543, 1.07205, -0.34230]],
  "mulliken_charge": [-0.652, -0.063, -0.437, -0.849, -0.720, -1.017, 0.341, 0.328, 0.294, 0.334, 0.408, 0.403, 0.379, 0.372, 0.387, 0.443, 0.254, 0.354, 0.442]
}

=====

# 4
{
  "formula": "C2H4F4N3O2P3",
  "method": "ωB97M-V with the def2-TZVPD basis set",
  "e_above_lowest_kcal_mol": 39.2,
  "charge": 0,
  "spin_multiplicity": 3,
  "s_squared": 2.009,
  "lumo_energy_ev": [0.40, -3.55],
  "homo_ev": [-6.645, -9.578],
  "elements": ["P", "P", "P", "F", "F", "F", "F", "O", "O", "N", "N", "N", "C", "C", "H", "H", "H", "H"],
  "positions_angstrom": [[0.84448, -2.90078, 1.52302], [0.23809, 0.06558, 2.17286], [1.56532, -0.32950, -0.35252], [-1.03771, 0.71264, 4.67203], [1.34120, 1.30923, -0.33229], [1.91001, -3.77819, -0.59783], [-0.41591, 2.49199, 3.66015], [0.89313, 0.69528, 3.57391], [-0.05203, -0.66964, -0.64674], [1.70805, -0.31691, 1.41689], [1.11592, -1.38407, 2.15200], [1.71943, -2.68405, 0.22740], [-0.45299, -0.70860, -2.00502], [0.06457, 1.41951, 4.32747], [-0.48603, 0.30008, -2.42335], [0.22315, -1.32514, -2.59822], [-1.45111, -1.14294, -2.01698], [0.56462, 1.76775, 5.24412]],
  "mulliken_charge": [-0.244, 0.417, 0.276, -0.248, -0.309, -0.171, -0.237, -0.279, -0.178, -0.041, 0.175, 0.084, -0.703, 0.439, 0.295, 0.313, 0.227, 0.182]
}

=====

# 5
{
  "formula": "C3H11N",
  "method": "ωB97M-V with the def2-TZVPD basis set",
  "e_above_lowest_kcal_mol": 44.8,
  "charge": 0,
  "smiles": "CC.CN",
  "spin_multiplicity": 1,
  "lumo_energy_ev": 1.15,
  "homo_ev": -9.117,
  "elements": ["N", "C", "C", "C", "H", "H", "H", "H", "H", "H", "H", "H", "H", "H", "H"],
  "positions_angstrom": [[2.74764, -2.06095, -4.94375], [1.38117, -1.62880, -4.94822], [-1.22710, 2.03089, 4.02750], [-2.10003, 0.94924, 4.80002], [0.48141, -2.45193, -5.20344], [-1.43557, 0.44326, 5.44506], [-1.68638, 2.07634, 3.04698], [-2.79604, 1.33703, 5.45934], [3.23398, -2.07315, -5.90633], [3.16672, -1.25259, -4.29278], [-0.19421, 1.74726, 3.92790], [1.05957, -1.37470, -3.92464], [1.19339, -0.94865, -5.78822], [-2.45510, 0.21314, 4.02050], [-1.36946, 2.99362, 4.28008]],
  "mulliken_charge": [-0.557, -0.640, -0.899, -0.796, 0.185, 0.257, 0.259, 0.319, 0.238, 0.253, 0.263, 0.279, 0.241, 0.228, 0.369]
}

=====

# 6
{
  "formula": "C4H12N2",
  "method": "ωB97M-V with the def2-TZVPD basis set",
  "e_above_lowest_kcal_mol": 175.7,
  "charge": 0,
  "spin_multiplicity": 1,
  "lumo_energy_ev": -3.23,
  "homo_ev": -7.703,
  "elements": ["N", "N", "C", "C", "C", "C", "H", "H", "H", "H", "H", "H", "H", "H", "H", "H", "H", "H"],
  "positions_angstrom": [[1.28355, 0.43102, -0.63269], [-2.11499, -0.54421, 0.63656], [4.47207, -0.09343, 0.12935], [-1.24413, 0.20546, -0.20418], [-3.36210, -0.13905, 0.03641], [0.17697, -0.08942, 0.07920], [5.19589, 0.72194, 0.18880], [0.22942, -1.17479, 0.08704], [4.87358, -0.96308, -0.43017], [0.20426, 0.17731, 1.10373], [-1.34891, 0.09617, -1.29760], [3.52677, 0.25430, -0.36667], [1.33763, 1.32090, -0.32261], [-4.23973, -0.50174, 0.56995], [-1.32872, 1.30928, -0.01611], [4.16920, -0.39322, 1.13998], [-3.44114, 0.97283, 0.11343], [-3.61508, -0.32884, -1.04161]],
  "mulliken_charge": [-0.548, -0.344, -0.766, -0.197, -0.746, -0.606, 0.255, 0.369, 0.222, 0.304, 0.337, 0.126, 0.246, 0.332, 0.245, 0.205, 0.281, 0.284]
}

=====

# 7
{
  "formula": "C2H4N2",
  "method": "ωB97M-V with the def2-TZVPD basis set",
  "e_above_lowest_kcal_mol": 64.2,
  "charge": 0,
  "smiles": "c1c[nH][nH]1",
  "spin_multiplicity": 1,
  "lumo_energy_ev": 1.31,
  "homo_ev": -8.444,
  "elements": ["N", "N", "C", "C", "H", "H", "H", "H"],
  "positions_angstrom": [[-0.74483, -0.74716, 0.07152], [-0.75405, 0.73787, -0.07181], [0.65620, 0.67767, 0.00748], [0.66451, -0.66944, -0.01023], [1.34058, 1.49636, 0.07813], [-1.26730, 1.16144, 0.69736], [-1.25414, -1.17676, -0.69683], [1.35902, -1.47998, -0.07563]],
  "mulliken_charge": [-0.326, -0.326, -0.284, -0.281, 0.362, 0.246, 0.245, 0.363]
}

=====

# 8
{
  "formula": "C16H14ClCrF",
  "method": "ωB97M-V with the def2-TZVPD basis set",
  "e_above_lowest_kcal_mol": 2.9,
  "charge": -1,
  "spin_multiplicity": 4,
  "s_squared": 3.851,
  "lumo_energy_ev": [1.25, 2.18],
  "homo_ev": [-2.561, -2.568],
  "elements": ["Cr", "Cl", "F", "C", "C", "C", "C", "C", "C", "C", "C", "C", "C", "C", "C", "C", "C", "C", "C", "H", "H", "H", "H", "H", "H", "H", "H", "H", "H", "H", "H", "H", "H"],
  "positions_angstrom": [[-0.99564, 0.96967, -0.45686], [-2.78024, 0.37021, 0.83642], [4.48212, 3.16308, 1.70168], [2.95235, 1.34619, 1.44282], [-2.30116, 0.27338, -2.09852], [0.98140, 3.15383, 0.58136], [0.13721, -4.02350, 0.23082], [3.20988, 2.71336, 1.41816], [0.43616, -3.38011, 1.47150], [-0.78992, -3.20548, 2.18379], [-0.91436, -0.13274, -2.26892], [-0.16553, 1.08286, -2.50666], [-1.27329, -4.24253, 0.17541], [-2.37604, 1.70404, -2.17107], [1.67646, 0.88071, 1.04090], [-1.05767, 2.20593, -2.39233], [-1.84603, -3.73769, 1.38308], [2.25553, 3.64027, 0.97318], [0.73815, 1.79701, 0.58333], [2.49676, 4.68887, 0.87441], [-1.80879, -4.75179, -0.62084], [0.85941, -4.33918, -0.51615], [0.19701, 3.86248, 0.29353], [-0.54175, -1.15628, -2.29715], [3.73564, 0.66058, 1.76821], [-3.27950, 2.31015, -2.14568], [0.89579, 1.16549, -2.70874], [-2.89394, -3.79458, 1.66308], [1.39613, -0.17737, 1.08559], [-3.14214, -0.38541, -1.93285], [-0.81670, 3.24539, -2.60403], [1.42786, -3.12184, 1.83318], [-0.89517, -2.78498, 3.17936]],
  "mulliken_charge": [-0.074, -0.444, -0.327, -0.521, -0.664, -0.209, -0.625, 0.349, -0.563, -0.570, -0.480, -0.502, -0.553, -0.112, -0.198, -0.391, -0.540, -0.511, -0.010, 0.389, 0.381, 0.396, 0.332, 0.498, 0.393, 0.387, 0.441, 0.370, 0.522, 0.536, 0.470, 0.470, 0.358]
}